A structure of composition C16H25N4O9P2V. Source: OMol25; level of theory: ωB97M-V with the def2-TZVPD basis set.

Structure (XYZ):
```
57
Properties=species:S:1:pos:R:3:nbo_charge:R:1
V -0.3107 -0.5382 0.5409 1.29
C -2.6496 2.6020 -1.2285 -0.68
C -1.8903 1.2983 -1.1998 0.48
O -0.9377 1.2459 -0.3321 -0.80
C -2.2694 0.2880 -2.0599 -0.48
C -1.7437 -1.0419 -2.1143 0.30
C -2.1397 -1.9156 -3.2738 -0.66
N -0.9620 -1.5066 -1.1847 -0.42
N -0.4927 -2.8099 -1.3644 -0.45
C 0.3194 -3.1251 -0.3942 0.51
O 0.6645 -2.3645 0.5892 -0.79
C 0.9131 -4.4979 -0.4363 -0.01
C 0.6487 -5.3795 -1.4829 -0.21
C 1.2125 -6.6450 -1.4930 -0.23
C 2.0480 -7.0487 -0.4574 -0.23
C 2.3136 -6.1752 0.5870 -0.23
C 1.7492 -4.9067 0.5972 -0.21
H -1.9579 3.4426 -1.3149 0.19
H -3.1748 2.6964 -0.2747 0.26
H -3.3680 2.6460 -2.0461 0.20
H -3.0495 0.5215 -2.7719 0.20
H -2.8494 -1.3991 -3.9178 0.20
H -2.5728 -2.8482 -2.9119 0.23
H -1.2573 -2.1912 -3.8531 0.23
H -0.0050 -5.0499 -2.2790 0.23
H 1.0000 -7.3227 -2.3115 0.20
H 2.4873 -8.0392 -0.4661 0.20
H 2.9615 -6.4828 1.3992 0.20
H 1.9404 -4.2096 1.4019 0.24
O 0.1043 0.6629 4.5226 -1.00
P 0.2504 1.4089 3.1261 2.59
O 1.0567 2.6757 3.3738 -1.11
O 0.8122 0.5386 2.0489 -1.16
O -1.2367 1.8712 2.7684 -1.11
P -2.4934 0.8333 2.5056 2.55
O -2.8039 0.4090 4.0579 -1.03
O -3.6179 1.6081 1.9612 -1.14
O -1.9174 -0.4059 1.8998 -1.15
H -0.8014 0.3379 4.6602 0.53
H -3.4935 0.9892 4.3982 0.50
N 1.7604 3.7053 1.2115 -0.58
C 0.4830 4.0075 0.5149 -0.27
C 0.7193 4.3582 -0.9454 -0.24
N 1.4593 3.3241 -1.6544 -0.62
C 2.7317 3.0712 -0.9962 -0.24
C 2.5917 2.7154 0.4775 -0.26
H 1.4224 3.2304 2.2958 0.49
H 2.2882 4.5621 1.3522 0.38
H -0.0085 4.8147 1.0603 0.21
H -0.1407 3.1119 0.5792 0.27
H 1.2814 5.2977 -1.0264 0.17
H -0.2398 4.5155 -1.4386 0.21
H 0.8994 2.4729 -1.6582 0.38
H 3.3548 3.9672 -1.1134 0.17
H 3.2451 2.2551 -1.5066 0.21
H 3.5622 2.6664 0.9740 0.20
H 2.1025 1.7522 0.6039 0.25
```

* frontier orbital gap (spin up / spin down): 5.79 / 6.63 eV
* DFT total energy: -3148.0809 a.u.
* net charge: -1
* ⟨S²⟩: 3.756
* 2S+1: 4
* ΔE to the lowest compared entry with this formula, charge and spin: 0.00 kcal per mole
* largest force on an atom: 0.31 eV Å⁻¹